# 1
Molecular formula: C45H79BBrN2O8
Method: DFT, ωB97M-V/def2-TZVPD

```
136
Properties=species:S:1:pos:R:3:mulliken_charge:R:1
C 4.66 -2.71 3.99 -0.008
C 3.54 -2.27 4.72 -0.074
C 2.32 -1.56 5.55 -0.292
C 0.81 -1.99 5.07 -0.569
C 0.55 -1.97 3.46 -0.462
C 0.30 -0.43 2.84 0.095
C 1.56 -0.10 1.88 -0.802
Br 2.98 0.84 3.01 -0.136
C 1.25 0.87 0.60 -0.104
C 2.06 0.35 -0.77 0.521
C 3.70 0.22 -0.47 0.225
C 4.67 1.47 -0.05 -0.329
C 6.29 1.27 0.29 -0.493
C 6.95 -0.23 0.19 -0.348
C 6.04 -1.52 -0.27 -0.637
C 4.42 -1.28 -0.60 0.425
C 3.59 -2.65 -1.06 -0.626
C -0.33 1.20 0.35 -0.296
N -1.31 0.09 0.76 0.895
C -2.66 0.70 0.32 -0.925
C -3.97 -0.18 0.77 0.398
C -5.03 -0.42 -0.50 -0.826
C -5.72 -1.94 -0.44 -0.631
C -6.42 -2.15 -1.94 -0.110
N -5.61 -3.23 -2.62 -0.657
B -1.14 -1.18 -0.12 -0.224
O -0.48 -2.42 0.46 -0.697
C -1.55 -1.36 -1.69 0.370
C -0.92 -0.27 -2.73 -0.511
C -1.20 -0.21 2.23 -0.885
C -1.92 0.83 3.27 -0.305
C -2.15 0.00 4.71 0.379
C -3.72 0.05 5.19 -0.825
O -4.48 -0.99 4.44 -0.270
C -4.33 -2.32 5.06 0.605
C -3.53 -3.57 4.31 -0.522
O -4.83 -2.62 6.28 -0.543
H 5.61 -3.28 3.54 -0.245
H 2.43 -1.94 6.68 0.421
H 2.39 -0.38 5.62 0.208
H 0.05 -1.37 5.71 0.086
H 0.67 -3.13 5.41 0.386
H 1.45 -2.53 2.90 0.311
H -0.40 -2.68 3.27 0.127
H 0.46 0.27 3.80 0.851
H 2.13 -1.06 1.44 0.379
H 1.77 1.91 0.85 0.864
H 1.93 1.22 -1.59 0.013
H 1.64 -0.67 -1.17 -0.466
H 4.17 2.54 0.06 0.261
H 6.96 2.18 0.63 0.299
H 8.09 -0.43 0.46 0.271
H 6.48 -2.60 -0.35 0.279
H 4.29 -3.48 -1.50 0.417
H 2.84 -3.02 -0.24 0.027
H 2.91 -2.29 -1.98 0.130
H -0.53 1.62 -0.73 0.504
H -0.59 2.10 1.09 -0.530
H -2.66 0.99 -0.84 0.621
H -2.79 1.77 0.84 0.087
H -4.60 0.48 1.54 0.351
H -3.75 -1.18 1.33 -0.256
H -5.94 0.33 -0.37 0.278
H -4.56 -0.17 -1.55 0.366
H -6.61 -1.83 0.35 0.288
H -4.96 -2.78 -0.15 0.339
H -6.38 -1.11 -2.52 -0.018
H -7.57 -2.41 -1.83 0.363
H -6.04 -3.54 -3.52 0.246
H -4.66 -2.80 -2.76 0.237
H 0.39 -2.59 -0.02 0.271
H -2.73 -1.32 -1.82 -0.308
H -1.24 -2.43 -2.11 0.427
H -1.36 0.83 -2.58 0.126
H 0.26 -0.27 -2.80 0.018
H -1.30 -0.58 -3.82 0.447
H -1.78 -1.24 2.39 0.011
H -1.24 1.79 3.45 0.285
H -2.99 1.20 2.99 0.099
H -1.42 0.50 5.51 0.353
H -1.85 -1.12 4.62 -0.378
H -4.22 1.09 5.02 0.296
H -3.79 -0.20 6.35 0.331
H -3.61 -3.54 3.14 0.160
H -2.39 -3.64 4.64 0.079
H -4.00 -4.61 4.65 0.343
C 8.54 -4.17 3.85 -0.976
C 7.87 -5.29 3.10 0.910
O 6.65 -5.30 2.92 -0.571
C 8.75 -6.40 2.59 -1.165
H 7.78 -3.44 4.16 0.196
H 9.04 -4.56 4.74 0.334
H 9.26 -3.67 3.20 0.302
H 9.25 -6.89 3.42 0.333
H 9.48 -6.00 1.88 0.315
H 8.13 -7.14 2.07 0.311
C -7.76 1.30 -5.43 -1.148
C -6.88 0.08 -5.39 0.899
O -5.87 0.05 -4.68 -0.555
C -7.28 -1.10 -6.24 -1.118
H -7.35 2.07 -4.77 0.292
H -7.80 1.69 -6.45 0.356
H -8.77 1.04 -5.09 0.322
H -7.29 -0.81 -7.29 0.392
H -8.26 -1.46 -5.93 0.314
H -6.54 -1.90 -6.11 0.261
C 1.04 2.33 -4.85 -0.140
C 0.95 1.11 -5.72 0.881
O 1.11 -0.02 -5.26 -0.563
C 0.65 1.31 -7.18 -1.268
H 1.26 2.03 -3.82 -0.423
H 1.85 2.98 -5.21 0.223
H 0.09 2.87 -4.86 0.339
H 1.44 1.92 -7.64 0.334
H -0.32 1.81 -7.30 0.329
H 0.62 0.34 -7.69 0.340
C -0.41 5.61 2.30 -1.248
C -1.67 4.84 1.97 1.000
O -1.76 4.20 0.92 -0.553
C -2.79 4.88 2.97 -1.170
H 0.31 5.48 1.49 0.326
H -0.65 6.67 2.40 0.425
H 0.02 5.22 3.22 0.306
H -3.13 5.91 3.10 0.449
H -2.46 4.46 3.92 0.268
H -3.63 4.28 2.59 0.265
C 4.77 4.98 -4.75 -1.020
C 3.56 5.86 -4.91 0.840
O 2.43 5.45 -4.66 -0.550
C 3.78 7.27 -5.40 -1.099
H 4.45 4.00 -4.39 0.221
H 5.27 4.86 -5.71 0.321
H 5.45 5.42 -4.01 0.350
H 4.25 7.25 -6.39 0.331
H 4.42 7.81 -4.69 0.333
H 2.82 7.79 -5.47 0.289
```

The charge is +1. The calculation puts the orbital gap at 7.70 eV. Its total energy is -5071.3493 hartree. The HOMO energy is -10.12 eV. The value obtained for the lowest unoccupied orbital energy is -2.43 eV.



# 2
Molecular formula: C45H80HgO23S9Zn
Method: DFT, ωB97M-V/def2-TZVPD

```
159
Properties=species:S:1:pos:R:3:mulliken_charge:R:1
Zn -11.22 3.98 26.41 1.233
Hg -17.84 5.34 21.55 2.967
C -15.04 3.59 24.53 -1.510
C -15.64 4.25 23.36 0.432
C -15.00 5.53 22.85 0.757
O -15.62 6.11 21.99 -0.603
C -13.68 5.89 23.48 -1.624
C -13.05 5.15 24.49 1.153
C -13.82 3.92 24.99 1.142
O -13.24 3.24 25.93 -1.171
O -11.89 5.51 25.00 -1.013
O -16.70 3.90 22.89 -0.365
H -15.56 2.76 25.00 0.854
H -13.30 6.77 23.00 0.374
C -15.84 4.75 17.21 -1.168
C -16.23 5.96 18.10 0.593
O -16.51 5.73 19.31 -0.175
C -16.46 7.33 17.40 -1.086
H -16.70 4.09 17.25 0.243
H -14.89 4.24 17.37 0.323
H -15.70 5.09 16.18 0.485
H -15.69 7.74 16.75 0.451
H -16.50 8.09 18.18 -0.143
H -17.45 7.43 16.97 0.372
C -14.97 -0.24 25.88 -0.254
C -15.41 -1.74 26.30 -0.652
C -15.29 -2.53 25.02 -0.776
S -13.84 -1.85 24.05 0.993
O -14.17 -1.70 22.61 -0.615
O -12.64 -2.50 24.55 -0.643
C -13.89 -0.26 24.91 0.238
H -14.68 0.41 26.71 0.398
H -15.76 0.31 25.35 -0.120
H -16.44 -1.52 26.60 0.374
H -14.71 -2.02 27.08 0.358
H -16.07 -2.17 24.35 0.294
H -15.38 -3.61 25.02 0.478
H -14.05 0.49 24.14 -0.272
H -12.87 -0.10 25.26 0.240
C -8.12 2.03 22.07 -0.563
C -7.14 2.02 23.17 -0.739
C -7.78 2.63 24.43 -0.765
S -9.43 1.88 24.49 0.683
O -10.47 2.82 24.92 -0.076
O -9.30 0.57 25.14 -0.589
C -9.49 1.68 22.64 -0.700
H -7.77 1.32 21.32 0.295
H -8.03 2.96 21.51 0.327
H -6.33 2.68 22.88 0.355
H -6.61 1.09 23.38 0.358
H -7.97 3.70 24.34 0.349
H -7.33 2.52 25.42 0.522
H -10.22 2.29 22.10 0.367
H -9.71 0.64 22.37 0.451
C -11.84 10.84 27.50 -0.870
C -12.64 9.93 26.65 -0.159
C -11.88 8.60 26.46 0.855
S -10.10 9.06 26.69 1.042
O -9.25 8.79 25.46 -0.646
O -9.69 8.48 28.00 -0.632
C -10.42 10.83 26.96 -0.749
H -11.86 10.55 28.55 0.313
H -12.29 11.83 27.45 0.407
H -12.95 10.30 25.68 0.012
H -13.58 9.68 27.14 0.216
H -12.00 8.31 25.41 -0.374
H -12.27 7.89 27.19 -0.172
H -10.30 11.47 26.08 0.336
H -9.83 11.13 27.83 0.489
C -20.91 3.01 25.44 -0.560
C -21.95 2.45 24.47 -0.745
C -21.79 2.91 23.02 -0.821
S -19.94 2.94 22.90 0.985
O -19.42 4.27 22.54 -0.853
O -19.56 1.76 22.14 -0.724
C -19.57 2.82 24.81 0.228
H -20.88 2.59 26.44 0.444
H -21.08 4.07 25.63 0.226
H -22.98 2.62 24.76 0.476
H -21.89 1.37 24.47 0.288
H -22.22 3.87 22.75 0.379
H -21.89 2.22 22.18 0.441
H -18.79 3.54 25.05 -0.607
H -19.31 1.78 25.00 0.439
C -16.27 8.11 25.70 -0.639
C -15.90 6.83 26.52 0.770
C -17.12 5.78 26.31 -0.982
S -18.44 6.53 25.20 0.827
O -19.73 6.37 25.84 -0.789
O -18.21 6.02 23.89 -0.555
C -17.84 8.27 25.34 -0.554
H -15.75 7.94 24.75 -0.080
H -15.75 8.98 26.09 0.614
H -15.90 7.15 27.57 0.403
H -14.96 6.54 26.07 -0.677
H -17.64 5.62 27.26 0.730
H -16.97 4.72 26.13 0.203
H -18.38 8.83 26.10 0.420
H -18.13 8.71 24.39 0.079
C -16.91 10.71 19.61 -0.515
C -18.43 10.85 19.28 -0.805
C -19.16 9.55 19.66 -0.730
S -18.27 8.86 21.18 1.301
O -18.10 7.43 20.96 -0.752
O -18.84 9.50 22.37 -0.813
C -16.76 9.85 20.90 -0.700
H -16.32 11.63 19.66 0.414
H -16.50 10.14 18.78 0.220
H -18.60 11.36 18.33 0.454
H -18.87 11.57 19.97 0.315
H -18.96 8.75 18.95 0.205
H -20.25 9.53 19.74 0.537
H -15.89 9.22 21.08 0.278
H -16.74 10.50 21.77 0.515
C -12.54 5.16 32.01 -0.555
C -11.09 5.53 31.57 -0.692
C -11.14 6.28 30.20 -0.726
S -12.58 5.45 29.27 0.750
O -12.00 4.60 28.20 -0.630
O -13.44 6.55 28.86 -0.642
C -13.30 4.54 30.77 -0.801
H -13.04 6.04 32.41 0.333
H -12.50 4.39 32.78 0.360
H -10.42 4.68 31.64 0.338
H -10.68 6.20 32.33 0.359
H -10.26 6.03 29.60 0.388
H -11.33 7.35 30.23 0.363
H -13.04 3.53 30.47 0.406
H -14.39 4.49 30.77 0.457
C -15.05 1.10 21.20 0.307
C -14.67 1.03 19.67 -1.242
C -15.70 2.05 19.00 -0.333
S -17.34 1.94 19.96 0.985
O -18.23 1.09 19.12 -0.726
O -17.88 3.26 20.38 -0.500
C -16.62 0.96 21.36 -0.493
H -14.61 2.03 21.56 -0.134
H -14.46 0.31 21.65 0.045
H -14.76 0.05 19.20 0.377
H -13.66 1.36 19.46 0.444
H -15.84 1.99 17.92 0.583
H -15.44 3.07 19.25 -0.097
H -16.87 -0.09 21.19 0.635
H -17.21 1.13 22.26 0.199
C -10.91 9.63 20.23 -0.764
C -10.97 11.06 20.48 -0.606
C -12.08 11.33 21.39 -0.804
S -12.22 9.90 22.58 1.094
O -13.68 9.74 22.79 -0.450
O -11.24 10.09 23.65 -0.647
C -11.36 8.75 21.37 -0.459
H -9.87 9.37 20.00 0.226
H -11.41 9.46 19.27 0.344
H -11.03 11.63 19.56 0.395
H -10.05 11.50 20.87 0.332
H -13.01 11.22 20.82 0.161
H -12.13 12.37 21.72 0.479
H -12.10 7.98 21.14 0.233
H -10.61 8.19 21.93 0.510
```

The charge is +2. The calculation puts the orbital gap at 6.91 eV. Its total energy is -9008.8224 hartree. The HOMO energy is -12.04 eV. The value obtained for the lowest unoccupied orbital energy is -5.14 eV.



# 3
Molecular formula: C45H81N9O3
Method: DFT, ωB97M-V/def2-TZVPD

```
138
Properties=species:S:1:pos:R:3:mulliken_charge:R:1
C -0.77 1.57 4.09 -0.478
C -1.33 2.73 3.28 0.813
C -2.84 2.99 3.50 -1.113
O -0.69 3.39 2.48 -0.530
H -0.93 1.81 5.15 0.603
H 0.26 1.43 3.79 0.014
H -1.37 0.69 3.91 -0.149
H -3.19 3.48 2.60 0.234
H -3.02 3.53 4.43 0.434
H -3.46 2.10 3.62 0.165
C 1.31 0.14 -4.22 -0.808
C 2.24 -1.09 -4.33 0.603
C 2.56 -1.48 -5.77 -1.292
O 2.57 -1.69 -3.36 -0.454
H 1.85 1.09 -4.35 0.354
H 0.91 0.09 -3.19 -0.051
H 0.55 0.14 -4.94 0.581
H 3.58 -1.15 -5.97 0.321
H 1.90 -0.97 -6.49 0.347
H 2.57 -2.58 -5.87 0.332
C 1.47 -0.74 -0.30 0.926
C 0.00 -0.38 -0.07 -0.733
C -0.44 0.83 0.61 3.246
O -0.84 -1.22 -0.43 -0.512
H 1.53 -1.64 -0.90 0.045
H 1.90 -0.93 0.68 -0.792
H 2.02 0.10 -0.66 0.270
H -0.32 1.72 -0.01 -1.006
H 0.17 0.96 1.53 -0.570
H -1.51 0.69 0.84 -1.073
C 5.25 2.53 0.66 -1.546
C 3.75 2.23 0.33 1.100
C 2.80 3.33 0.88 0.320
C 2.97 4.59 0.18 -0.021
N 3.10 5.53 -0.40 -0.579
H 5.48 3.57 0.38 0.443
H 5.88 1.90 0.05 0.422
H 5.46 2.39 1.69 0.349
H 3.42 1.31 0.71 -0.606
H 3.64 2.17 -0.76 0.208
H 2.96 3.39 1.95 0.650
H 1.78 2.98 0.81 -0.505
C 5.68 -0.82 -1.42 -0.743
C 5.97 -1.49 -0.09 -0.724
C 4.91 -1.04 0.87 2.755
C 5.15 -1.56 2.21 -0.369
N 5.43 -1.85 3.30 -0.689
H 5.42 0.25 -1.29 0.070
H 4.85 -1.36 -1.89 0.047
H 6.53 -0.77 -2.10 0.434
H 6.98 -1.26 0.31 0.480
H 6.04 -2.54 -0.29 0.279
H 3.89 -1.26 0.54 -1.073
H 5.03 0.04 0.98 -0.510
C -3.20 -0.62 -2.08 -1.003
C -3.75 0.44 -1.13 2.145
C -5.27 0.57 -1.34 -0.552
C -5.62 0.97 -2.66 0.155
N -5.95 1.32 -3.74 -0.604
H -2.12 -0.66 -2.04 -0.085
H -3.48 -0.26 -3.11 0.384
H -3.63 -1.61 -1.94 0.349
H -3.29 1.45 -1.27 -0.258
H -3.58 0.17 -0.09 -1.225
H -5.69 1.23 -0.62 0.355
H -5.80 -0.39 -1.16 0.452
C 2.14 -4.49 -1.52 -1.058
C 3.57 -4.20 -1.10 0.596
C 3.78 -4.75 0.36 -0.861
C 2.84 -4.13 1.30 0.259
N 2.10 -3.65 2.05 -0.276
H 1.42 -4.06 -0.80 -0.194
H 1.91 -5.56 -1.39 0.399
H 1.85 -4.10 -2.48 0.369
H 3.82 -3.14 -1.15 -0.584
H 4.25 -4.80 -1.72 0.400
H 4.78 -4.48 0.67 0.329
H 3.54 -5.81 0.40 0.507
C -1.89 2.63 -4.36 -0.862
C -3.09 3.36 -3.90 1.057
C -4.03 3.70 -5.05 -0.989
C -3.38 4.60 -6.00 0.115
N -2.83 5.37 -6.65 -0.474
H -1.53 3.23 -5.18 0.554
H -2.11 1.69 -4.85 0.364
H -1.12 2.55 -3.59 -0.226
H -2.95 4.30 -3.36 -0.123
H -3.67 2.75 -3.18 -0.509
H -4.97 4.07 -4.67 0.498
H -4.39 2.81 -5.58 0.441
C -3.23 -1.11 2.70 0.578
C -4.60 -1.67 2.52 -0.613
C -5.71 -0.75 2.97 -0.687
C -5.62 0.55 2.39 0.399
N -5.51 1.56 1.82 -0.600
H -3.13 -0.66 3.70 0.317
H -3.03 -0.40 1.94 -0.314
H -2.51 -1.95 2.62 -0.452
H -4.75 -2.61 3.12 0.371
H -4.79 -1.96 1.47 0.231
H -5.74 -0.54 4.08 0.316
H -6.69 -1.16 2.74 0.443
C -1.12 -6.11 1.50 -1.519
C -1.00 -4.53 1.14 1.172
C -1.99 -4.15 0.03 1.099
C -3.36 -4.49 0.43 0.062
N -4.37 -4.75 0.93 -0.611
H -2.11 -6.34 1.93 0.388
H -0.37 -6.20 2.29 0.439
H -0.87 -6.74 0.64 0.342
H -0.01 -4.35 0.78 -0.938
H -1.21 -3.94 2.01 0.040
H -1.70 -4.65 -0.86 0.597
H -2.01 -3.08 -0.22 -0.899
C 0.14 -2.25 4.56 -0.748
C 1.12 -1.58 5.47 -0.770
C 2.51 -1.49 4.82 -0.656
C 2.54 -0.62 3.71 0.178
N 2.53 0.06 2.77 -0.295
H -0.87 -2.24 4.91 0.518
H 0.32 -3.28 4.35 0.453
H 0.06 -1.67 3.64 -0.130
H 1.19 -2.16 6.36 0.419
H 0.82 -0.58 5.76 0.251
H 2.89 -2.45 4.55 0.325
H 3.20 -1.09 5.59 0.447
C -1.98 5.02 -0.44 -0.610
C -0.66 5.77 -0.74 -0.429
C 0.05 5.25 -1.96 -0.761
C 0.47 3.86 -1.89 0.164
N 0.89 2.80 -1.77 -0.256
H -2.54 5.58 0.36 0.389
H -1.89 4.02 -0.03 -0.087
H -2.64 5.00 -1.31 0.259
H -0.02 5.72 0.13 0.246
H -0.91 6.82 -0.92 0.336
H 1.01 5.76 -2.08 0.419
H -0.53 5.41 -2.85 0.412
```

The calculation puts the orbital gap at 10.15 eV. Its energy above the lowest of the compared OMol25 structures with the same formula, charge and spin is 0.0 kcal per mole. Its total energy is -2481.6865 hartree. As for the structure (SMILES): CC(C)=O.CC(C)=O.CC(C)=O.CCCC#N.CCCC#N.CCCC#N.CCCC#N.CCCC#N.CCCC#N.CCCC#N.CCCC#N.CCCC#N. The HOMO energy is -9.71 eV. The value obtained for the lowest unoccupied orbital energy is 0.44 eV.



The lowest lowest unoccupied orbital energy belongs to which entry? C45H80HgO23S9Zn



Which value of lowest unoccupied orbital energy does entry 2 give? -5.14 eV



Among the records above, which one has the lowest orbital gap? C45H80HgO23S9Zn



Which value of lowest unoccupied orbital energy does entry 2 give? -5.14 eV